(1)
{"formula": "C4H10N2O", "method": "ωB97M-V/def2-TZVPD", "elements": ["C", "C", "C", "N", "C", "O", "N", "H", "H", "H", "H", "H", "H", "H", "H", "H", "H"], "xyz": [[-0.00709, 0.32679, 0.38703], [-1.97370, -0.33648, 0.08299], [0.08197, 1.82344, 0.34887], [-0.27199, -0.46978, -0.69495], [2.69212, -1.10534, -0.40262], [-2.15282, -1.54226, 0.69510], [1.87561, -0.15914, -0.43792], [-1.79071, -2.22916, 0.11939], [-0.26276, 0.09493, -1.54429], [0.04619, -0.18384, 1.34147], [-2.29442, 0.45491, 0.76097], [-2.45407, -0.20545, -0.88761], [-0.90323, 2.28854, 0.48071], [0.73240, 2.18742, 1.14243], [0.49048, 2.14485, -0.60909], [3.51622, -1.13940, 0.33070], [2.67580, -1.95001, -1.11317]], "multiplicity": 1, "relative_energy_kj_mol": 724.7}

---

(2)
{"formula": "C4H10N2O", "method": "ωB97M-V/def2-TZVPD", "elements": ["C", "C", "C", "N", "C", "N", "O", "H", "H", "H", "H", "H", "H", "H", "H", "H", "H"], "xyz": [[-1.50281, 0.14574, -1.69472], [-0.28650, -0.47461, -0.97313], [0.12143, 0.37977, 0.31196], [-1.03560, 1.03044, 0.94419], [0.81890, -0.54860, 1.35880], [2.19699, -0.76842, 1.12903], [0.25871, -0.86098, 2.36140], [-1.66452, -0.62548, -2.45517], [-1.16539, 0.98960, -2.28810], [-2.36829, 0.14398, -1.05142], [-0.25193, -1.50719, -0.63011], [0.63089, -0.31549, -1.55094], [0.91353, 1.08087, 0.05865], [-0.77094, 1.99910, 1.05035], [-1.26975, 0.66206, 1.84780], [2.84250, 0.00823, 1.20800], [2.53277, -1.33904, 0.37341]], "smiles": "CC[C@@H](N)C(N)=O", "multiplicity": 1, "relative_energy_kj_mol": 204.0}

---

(3)
{"formula": "C4H10N2O", "method": "ωB97M-V/def2-TZVPD", "elements": ["C", "C", "C", "N", "H", "H", "H", "H", "H", "H", "H", "N", "C", "O", "H", "H", "H"], "xyz": [[1.61524, 0.92923, 0.61874], [0.87692, 0.12115, -0.41044], [0.60871, -1.20186, -0.19881], [0.30456, -2.09957, -1.18150], [1.34845, 1.98470, 0.53259], [2.69702, 0.87407, 0.48100], [1.35952, 0.58594, 1.62070], [1.03787, 0.44007, -1.43608], [0.55852, -1.59830, 0.80654], [0.21809, -1.71229, -2.11169], [-0.44775, -2.73939, -0.96508], [-1.75338, 1.20600, 0.88272], [-1.60440, 0.29101, -0.12444], [-2.06504, -0.85360, 0.01177], [-1.74224, 0.84184, 1.82571], [-1.41176, 2.14589, 0.76520], [-1.60033, 0.78511, -1.11695]], "smiles": "C/C=C/N.NC=O", "multiplicity": 1, "relative_energy_kj_mol": 204.2}

---

(4)
{"formula": "C4H10N2O", "method": "ωB97M-V/def2-TZVPD", "elements": ["C", "C", "N", "C", "C", "N", "O", "H", "H", "H", "H", "H", "H", "H", "H", "H", "H"], "xyz": [[-0.30790, 0.79552, 1.72639], [-0.09054, -0.46385, 0.85575], [-1.10837, -1.48420, 1.11375], [-0.07349, -0.12279, -0.61121], [1.24587, 0.18046, -1.31381], [1.07522, 0.51747, -2.63091], [2.25268, -0.22650, -0.79222], [-1.38076, 0.97561, 1.65752], [0.06135, 0.64722, 2.74617], [0.30526, 1.62769, 1.36718], [0.81028, -0.98265, 1.16901], [-1.97012, -1.17567, 0.68480], [-1.28133, -1.69428, 2.07636], [-0.77137, 0.71591, -0.77168], [-0.56835, -0.92010, -1.19030], [1.67871, 1.14208, -3.12921], [0.12285, 0.46806, -2.95759]], "smiles": "C[C@@H](N)CC(N)=O", "multiplicity": 1, "relative_energy_kj_mol": 107.0}

---

(5)
{"formula": "C4H10N2O", "method": "ωB97M-V/def2-TZVPD", "elements": ["C", "N", "C", "C", "O", "N", "C", "H", "H", "H", "H", "H", "H", "H", "H", "H", "H"], "xyz": [[1.47523, 1.79633, 1.10385], [0.34055, 0.97056, 1.56906], [0.28199, -0.29191, 0.86084], [0.29095, -0.28206, -0.66172], [1.28732, -0.10951, -1.31815], [-0.99548, -0.35964, -1.22690], [-1.69207, -1.64442, -1.20995], [1.38612, 2.15618, 0.07491], [2.38804, 1.20482, 0.99391], [1.72834, 2.51101, 1.87991], [-0.43678, 1.57707, 1.32719], [1.16521, -0.79387, 1.17641], [-0.50903, -0.87868, 1.22504], [-0.94454, 0.00189, -2.17379], [-2.50869, -1.61122, -1.92824], [-1.04516, -2.49034, -1.43342], [-2.21199, -1.75622, -0.25894]], "smiles": "CNCC(=O)NC", "multiplicity": 1, "relative_energy_kj_mol": 179.2}

---

(6)
{"formula": "C4H10N2O", "method": "ωB97M-V/def2-TZVPD", "elements": ["C", "C", "H", "H", "H", "H", "H", "H", "C", "N", "C", "N", "O", "H", "H", "H", "H"], "xyz": [[-2.04459, 0.42096, 0.35282], [-1.14254, 0.23355, -0.83683], [-1.88290, 1.40547, 0.80018], [-1.86878, -0.33800, 1.11931], [-3.09912, 0.36750, 0.06727], [-1.15154, -0.76971, -1.27341], [-1.25858, 0.98747, -1.61067], [0.15640, -0.13883, -0.17293], [1.36508, -0.87081, 0.61547], [1.95556, -1.82154, -0.14411], [0.73460, 0.95476, -0.34930], [0.79967, 1.92774, 0.44627], [1.40116, -0.78347, 1.81351], [1.92924, -1.77127, -1.14742], [2.53819, -2.53044, 0.28674], [0.34298, 1.82388, 1.34607], [1.22515, 0.90274, -1.31296]], "multiplicity": 1, "relative_energy_kj_mol": 574.1}

---

(7)
{"formula": "C4H10N2O", "method": "ωB97M-V/def2-TZVPD", "elements": ["H", "N", "N", "C", "C", "C", "O", "C", "H", "H", "H", "H", "H", "H", "H", "H", "H"], "xyz": [[1.17707, -2.43727, -0.39032], [2.08868, -2.07000, -0.03266], [2.12313, -0.89600, 0.29316], [0.70455, 0.07471, -0.15815], [1.14306, 1.50506, -0.32613], [-0.06952, -0.30247, 1.02094], [-1.39238, 0.58677, 0.65979], [-2.26998, 0.00315, -0.27378], [0.37827, -0.37731, -1.09628], [1.25943, 2.01162, 0.63466], [2.10766, 1.54574, -0.84444], [0.41921, 2.05810, -0.92952], [-0.39781, -1.34104, 1.06140], [0.30025, 0.09276, 1.96542], [-1.95150, -0.99769, -0.60629], [-2.35714, 0.64750, -1.15548], [-3.26298, -0.10363, 0.17768]], "smiles": "[H]/N=N\\[C@H](C)COC", "multiplicity": 1, "relative_energy_kj_mol": 456.5}

---

(8)
{"formula": "C4H10N2O", "method": "ωB97M-V/def2-TZVPD", "elements": ["C", "C", "N", "C", "N", "C", "O", "H", "H", "H", "H", "H", "H", "H", "H", "H", "H"], "xyz": [[1.52465, -0.90610, 0.72717], [1.32411, 0.25942, -0.24560], [2.36739, 1.27103, -0.26724], [-0.12273, 0.76697, -0.24047], [-1.08985, -0.10976, -0.84564], [-2.03591, -0.80643, -0.14693], [-2.48878, -0.56278, 0.93810], [1.83365, -0.57652, 1.72885], [2.14830, -1.67185, 0.27492], [0.56030, -1.37026, 0.97058], [1.49518, -0.30802, -1.18753], [1.99536, 2.03436, -0.82947], [2.36039, 1.79676, 0.60742], [-0.29546, 1.81916, -0.48156], [-0.38377, 0.70572, 0.83118], [-1.05345, -0.46618, -1.78665], [-2.27836, -1.72926, -0.72694]], "smiles": "C[C@H](N)CNC=O", "multiplicity": 1, "relative_energy_kj_mol": 153.1}

---

(9)
{"formula": "C4H10N2O", "method": "ωB97M-V/def2-TZVPD", "elements": ["C", "C", "C", "C", "N", "N", "O", "H", "H", "H", "H", "H", "H", "H", "H", "H", "H"], "xyz": [[0.62481, -0.25411, -0.08284], [-0.59093, -0.14921, 0.70277], [0.95697, 0.63176, -1.25148], [-1.58068, 0.95904, 0.56362], [0.74936, -1.66283, -0.33441], [-0.70462, -1.77382, -0.27888], [1.39110, 0.52872, 1.24967], [2.09362, -0.05577, 1.56321], [1.13957, -2.17367, 0.45368], [-1.03035, -1.61968, -1.23462], [-0.62649, -0.67419, 1.65050], [0.79326, 1.67707, -1.00380], [2.00636, 0.48536, -1.50210], [0.33790, 0.38026, -2.11198], [-2.58779, 0.54021, 0.61939], [-1.50493, 1.48949, -0.38252], [-1.46714, 1.67139, 1.37977]], "multiplicity": 1, "relative_energy_kj_mol": 523.1}

---

(10)
{"formula": "C4H10N2O", "method": "ωB97M-V/def2-TZVPD", "elements": ["C", "C", "C", "O", "N", "C", "N", "H", "H", "H", "H", "H", "H", "H", "H", "H", "H"], "xyz": [[1.66715, 0.77780, -0.14609], [0.28840, 0.25916, 0.29262], [-0.53628, 1.30140, 1.11350], [0.11152, 2.04449, 1.81078], [-0.53248, -0.06684, -0.88755], [-0.21320, -1.38025, -1.42019], [-0.90085, -2.34930, -0.50406], [2.24652, 0.96839, 0.74508], [2.04817, -0.05095, -0.72294], [1.57600, 1.73278, -0.69536], [0.47561, -0.51266, 1.09592], [-1.62438, 1.47918, 1.02386], [-1.50521, 0.18622, -0.85401], [0.87898, -1.52935, -1.52486], [-0.58746, -1.56308, -2.44168], [-1.32801, -3.19094, -0.85543], [-0.26542, -2.53769, 0.24877]], "smiles": "C[C@@H](C=O)NCN", "multiplicity": 1, "relative_energy_kj_mol": 238.2}

---

(11)
{"formula": "C4H10N2O", "method": "ωB97M-V/def2-TZVPD", "elements": ["C", "N", "C", "O", "H", "H", "H", "H", "H", "C", "N", "C", "H", "H", "H", "H", "H"], "xyz": [[2.26006, 1.38006, -0.12129], [1.62130, 0.27876, 0.13070], [1.94340, -0.33602, 1.39998], [0.82510, -0.32825, -0.64417], [2.93921, 1.81380, 0.66058], [1.97384, 1.89844, -1.06250], [2.95417, -0.04708, 1.54896], [1.38268, 0.34930, 2.05473], [1.81928, -1.36391, 1.21088], [-2.06437, -0.63341, 0.66312], [-2.00471, 0.17852, -0.30300], [-2.33593, -0.24483, -1.64818], [-2.21049, -1.75625, 0.45622], [-1.81892, -0.22656, 1.67248], [-2.81799, -1.24510, -1.82616], [-3.08074, 0.42665, -1.90877], [-1.38590, -0.14412, -2.28359]], "smiles": "C=[N+](C)[O-].C=NC", "multiplicity": 1, "relative_energy_kj_mol": 534.1}

---

(12)
{"formula": "C4H10N2O", "method": "ωB97M-V/def2-TZVPD", "elements": ["N", "C", "C", "N", "C", "C", "O", "H", "H", "H", "H", "H", "H", "H", "H", "H", "H"], "xyz": [[-1.45672, 0.95712, -2.02288], [-0.77220, 0.92661, -0.77680], [0.37828, 0.02739, -0.37659], [1.55338, 0.47159, -1.21357], [0.91492, 0.09513, 1.14337], [0.27104, -1.07835, 2.01375], [-0.83306, -1.58237, 1.83181], [-0.90014, 0.68622, -2.78348], [-2.24941, 0.34167, -2.05649], [-1.66155, 0.78162, -0.10493], [-0.30381, 1.86498, -0.72199], [-0.23658, -0.89977, -0.46498], [1.17751, 1.00526, -2.04686], [1.81363, -0.43010, -1.51575], [0.63200, 1.07298, 1.78397], [1.97888, -0.19053, 1.12282], [0.98496, -1.39909, 2.76601]], "smiles": "NC[C@@H](N)CC=O", "multiplicity": 1, "relative_energy_kj_mol": 333.3}

---

(13)
{"formula": "C4H10N2O", "method": "ωB97M-V/def2-TZVPD", "elements": ["N", "C", "C", "N", "C", "C", "O", "H", "H", "H", "H", "H", "H", "H", "H", "H", "H"], "xyz": [[-1.86562, -1.57801, -0.65722], [-0.60634, -1.24962, 0.08355], [-0.25274, 0.22001, -0.05503], [-0.32817, 0.64590, -1.46675], [1.15343, 0.36500, 0.61367], [1.45110, 1.84488, 0.84263], [2.36725, 2.23178, 1.51210], [-2.06242, -2.49000, -0.23564], [-2.63080, -1.02957, -0.27050], [-0.70772, -1.45850, 1.15370], [0.23918, -1.84712, -0.27377], [-0.96451, 0.83861, 0.50599], [0.07866, -0.07349, -2.06110], [0.37249, 1.38680, -1.53967], [1.25157, -0.24418, 1.50724], [1.84318, -0.07777, -0.11861], [0.66145, 2.51530, 0.45941]], "smiles": "NC[C@H](N)CC=O", "multiplicity": 1, "relative_energy_kj_mol": 194.1}

---

(14)
{"formula": "C4H10N2O", "method": "ωB97M-V/def2-TZVPD", "elements": ["C", "C", "C", "C", "N", "N", "O", "H", "H", "H", "H", "H", "H", "H", "H", "H", "H"], "xyz": [[0.74768, 0.28016, -0.19583], [-0.50895, -1.73995, 0.72995], [0.44378, 1.59676, -0.90469], [-0.56561, -0.32000, 0.37723], [-1.53707, -0.84152, -0.73764], [1.71945, 0.51940, 0.87330], [-1.14221, 0.34321, 1.35366], [1.20242, -0.42120, -0.90654], [-1.30780, -0.65139, -1.70579], [-2.50327, -0.72080, -0.45532], [1.24375, 1.01366, 1.62571], [2.06091, -0.35217, 1.26587], [0.37293, -2.36662, 0.59409], [-1.33173, -2.12342, 1.31983], [1.37010, 2.05044, -1.25810], [-0.21558, 1.45191, -1.76426], [-0.04879, 2.28156, -0.21148]], "multiplicity": 1, "relative_energy_kj_mol": 451.2}